# 1
C3H6N2OS | wB97M-V/def2-TZVPD

Bonds (Å) are listed after each position.
Positions of all 13 atoms, in Å:
1 C -3.430 -0.688 0.022  N2 1.274, H8 1.075, H9 1.098
2 N -2.547 0.230 -0.024  C1 1.274, O3 1.381
3 O -1.249 -0.237 0.052  N2 1.381, C4 1.371
4 C -0.412 0.839 -0.093  O3 1.371, N5 1.271, H10 1.117
5 N 0.851 0.725 -0.008  C4 1.271, S6 1.652
6 S 1.544 -0.773 -0.089  N5 1.652, C7 1.813
7 C 3.218 -0.097 0.071  S6 1.813, H11 1.122, H12 1.136, H13 1.094
8 H -3.174 -1.730 -0.052  C1 1.075
9 H -4.495 -0.423 -0.004  C1 1.098
10 H -0.838 1.872 -0.116  C4 1.117
11 H 3.269 0.662 0.897  C7 1.122
12 H 3.313 0.516 -0.881  C7 1.136
13 H 3.950 -0.896 0.223  C7 1.094

Calculated values
- M: 118.16 u
- E_tot: -700.742512 hartree
- HOMO-LUMO gap: 9.07 eV
- SMILES: C=NO/C=N\SC
- Energy relative to the best compared isomer or geometry (same formula, charge and spin): 385.14 kJ/mol
- LUMO: 1.0 eV

---

# 2
C3H6N2OS | wB97M-V/def2-TZVPD

Bonds (Å) are listed after each position.
Positions of all 13 atoms, in Å:
1 C 0.138 -2.418 0.885  N2 1.428, H8 1.084, H9 1.125
2 N -1.113 -1.751 1.058  C1 1.428, N3 1.312
3 N -0.909 -0.478 0.815  N2 1.312, C4 1.306, H10 1.127
4 C -0.207 0.257 -0.004  N3 1.306, S5 1.669, C6 1.464
5 S 1.044 -0.162 -1.026  C4 1.669
6 C -0.571 1.674 0.055  C4 1.464, O7 1.461, H11 1.206, H12 1.136
7 O 0.355 2.585 -0.614  C6 1.461, H13 1.146
8 H 0.159 -3.489 1.048  C1 1.084
9 H 1.031 -1.851 0.503  C1 1.125
10 H -1.721 0.022 1.418  N3 1.127
11 H -1.618 1.859 -0.513  C6 1.206
12 H -0.499 2.092 1.109  C6 1.136
13 H 1.109 1.797 -0.965  O7 1.146

Calculated values
- M: 118.16 u
- E_tot: -700.710498 hartree
- HOMO-LUMO gap: 8.46 eV
- SMILES: C=NNC(=S)CO
- Energy relative to the best compared isomer or geometry (same formula, charge and spin): 469.19 kJ/mol
- LUMO: -0.6 eV

---

# 3
C3H6N2OS | wB97M-V/def2-TZVPD

Bonds (Å) are listed after each position.
Positions of all 13 atoms, in Å:
1 C -1.599 0.400 -2.215  S2 1.820, H8 1.178, H9 1.245, H10 1.157
2 S -0.464 0.568 -0.802  C1 1.820, N3 1.661
3 N 0.092 -0.966 -0.494  S2 1.661, C4 1.210
4 C 0.803 -1.130 0.470  N3 1.210, N5 1.364, H11 1.126
5 N 1.299 -0.404 1.513  C4 1.364, C6 1.330, H12 1.095
6 C 0.980 0.821 1.923  N5 1.330, O7 1.255, H13 1.256
7 O 0.993 1.119 3.142  C6 1.255
8 H -2.475 -0.370 -2.059  C1 1.178
9 H -1.907 1.601 -2.097  C1 1.245
10 H -1.165 0.086 -3.240  C1 1.157
11 H 0.854 -2.238 0.664  C4 1.126
12 H 1.733 -1.111 2.228  N5 1.095
13 H 0.855 1.626 0.967  C6 1.256

Calculated values
- M: 118.16 u
- E_tot: -700.761442 hartree
- HOMO-LUMO gap: 9.29 eV
- SMILES: CS/N=C\NC=O
- Energy relative to the best compared isomer or geometry (same formula, charge and spin): 335.44 kJ/mol
- LUMO: 0.6 eV

---

# 4
C3H6N2OS | wB97M-V/def2-TZVPD

Bonds (Å) are listed after each position.
Positions of all 13 atoms, in Å:
1 C -1.376 0.074 -0.063  N4 1.319, O6 1.190
2 C 0.052 -1.865 -0.218  N4 1.536, S7 1.783, H8 1.152, H9 1.114
3 C 0.985 1.919 0.091  N5 1.471, H10 1.161, H11 1.063, H12 1.124
4 N -1.349 -1.234 -0.227  C1 1.319, C2 1.536, H13 1.050
5 N 0.809 0.628 -0.592  C3 1.471, S7 1.670
6 O -2.050 1.017 0.208  C1 1.190
7 S 1.245 -0.673 0.360  C2 1.783, N5 1.670
8 H 0.106 -2.603 0.665  C2 1.152
9 H 0.250 -2.246 -1.246  C2 1.114
10 H 0.770 2.687 -0.754  C3 1.161
11 H 0.398 1.959 0.975  C3 1.063
12 H 2.085 2.045 0.287  C3 1.124
13 H -1.923 -1.708 0.514  N4 1.050

Calculated values
- M: 118.16 u
- E_tot: -700.723246 hartree
- HOMO-LUMO gap (spin up / spin down): 7.32 / 7.31 eV
- Energy relative to the best compared isomer or geometry (same formula, charge and spin): 435.72 kJ/mol
- LUMO (spin up / spin down): 0.0 / 0.0 eV

---

# 5
C3H6N2OS2 | wB97M-V/def2-TZVPD

Bonds (Å) are listed after each position.
Positions of all 14 atoms, in Å:
1 C -1.556 -1.758 -0.523  S2 1.862, H9 1.066, H10 1.084, H11 1.091
2 S -0.041 -0.951 -1.246  C1 1.862, C3 1.795
3 C 0.895 -0.431 0.195  S2 1.795, S4 1.646, N5 1.365
4 S 2.431 -0.962 0.453  C3 1.646
5 N 0.268 0.323 1.145  C3 1.365, C6 1.388, H12 0.995
6 C -0.644 1.355 0.976  N5 1.388, N7 1.279, H13 1.116
7 N -1.175 1.673 -0.143  C6 1.279, O8 1.394
8 O -1.990 2.796 -0.008  N7 1.394, H14 0.957
9 H -1.195 -2.536 0.111  C1 1.066
10 H -2.091 -2.200 -1.355  C1 1.084
11 H -2.225 -1.082 0.011  C1 1.091
12 H 0.718 0.384 2.030  N5 0.995
13 H -0.945 1.858 1.926  C6 1.116
14 H -2.398 2.844 -0.872  O8 0.957

Calculated values
- M: 150.23 u
- E_tot: -1098.958725 hartree
- HOMO-LUMO gap: 8.09 eV
- SMILES: CSC(=S)N/C=N/O
- Energy relative to the best compared isomer or geometry (same formula, charge and spin): 302.42 kJ/mol
- LUMO: -0.3 eV

---

# 6
C3H6N2P2 | wB97M-V/def2-TZVPD

Bonds (Å) are listed after each position.
Positions of all 13 atoms, in Å:
1 C 0.528 -0.143 2.050  C2 1.359, H8 1.192, H9 1.053
2 C -0.288 0.260 1.042  C1 1.359, C3 1.505, H10 1.078
3 C -0.240 -0.184 -0.395  C2 1.505, P7 1.810, H12 1.095
4 N -2.313 1.400 -1.086  P6 1.602, P7 1.714
5 N -1.620 0.132 -2.894  P6 1.691, P7 1.724, H13 1.045
6 P -2.396 1.617 -2.671  N4 1.602, N5 1.691, P7 2.418
7 P -1.847 -0.243 -1.227  C3 1.810, N4 1.714, N5 1.724, P6 2.418
8 H 0.457 0.395 3.111  C1 1.192
9 H 1.429 -0.678 1.944  C1 1.053
10 H -1.142 0.852 1.332  C2 1.078
11 H 0.523 1.352 -0.980  no bonds
12 H 0.388 -0.949 -0.863  C3 1.095
13 H -1.545 -0.487 -3.733  N5 1.045

Calculated values
- M: 132.04 u
- E_tot: -909.990899 hartree
- HOMO-LUMO gap (spin up / spin down): 8.51 / 8.51 eV
- Energy relative to the best compared isomer or geometry (same formula, charge and spin): 231.16 kJ/mol
- LUMO (spin up / spin down): 0.0 / 0.0 eV

---

# 7
C3H6N2S | wB97M-V/def2-TZVPD

Bonds (Å) are listed after each position.
Positions of all 12 atoms, in Å:
1 H -0.273 1.872 -0.308  N2 0.971
2 N 0.577 1.405 -0.336  H1 0.971, C3 1.274
3 C 0.347 0.152 -0.337  N2 1.274, C4 1.495, N6 1.399
4 C -0.947 -0.597 -0.361  C3 1.495, C5 1.332, H8 1.071
5 C -2.063 -0.097 0.168  C4 1.332, H9 1.110, H10 1.087
6 N 1.397 -0.765 -0.221  C3 1.399, S7 1.729, H11 1.010
7 S 2.982 -0.090 -0.075  N6 1.729, H12 1.350
8 H -0.891 -1.553 -0.842  C4 1.071
9 H -2.063 0.908 0.639  C5 1.110
10 H -3.040 -0.573 0.204  C5 1.087
11 H 1.262 -1.425 0.531  N6 1.010
12 H 2.712 0.762 0.938  S7 1.350

Calculated values
- M: 102.16 u
- E_tot: -625.556893 hartree
- HOMO-LUMO gap: 9.78 eV
- SMILES: [H]/N=C(\C=C)NS
- Energy relative to the best compared isomer or geometry (same formula, charge and spin): 170.87 kJ/mol
- LUMO: 0.6 eV

---

# 8
C3H6N2S | wB97M-V/def2-TZVPD

Bonds (Å) are listed after each position.
Positions of all 12 atoms, in Å:
1 C -0.671 -1.241 -0.641  C2 1.451, N4 1.278, H7 1.044
2 C -1.449 -0.947 0.548  C1 1.451, S6 1.794, H8 1.117, H9 1.183
3 C 2.204 1.342 0.154  H10 1.131, H11 1.088, H12 1.031
4 N -0.196 -0.158 -1.126  C1 1.278, N5 1.320
5 N -0.332 1.032 -0.571  N4 1.320, S6 1.673
6 S -1.342 0.833 0.748  C2 1.794, N5 1.673
7 H -0.605 -2.098 -1.233  C1 1.044
8 H -2.506 -1.269 0.386  C2 1.117
9 H -1.247 -1.568 1.534  C2 1.183
10 H 2.389 0.357 -0.369  C3 1.131
11 H 2.140 2.261 -0.423  C3 1.088
12 H 1.615 1.456 0.993  C3 1.031

Calculated values
- M: 102.16 u
- E_tot: -625.417558 hartree
- HOMO-LUMO gap (spin up / spin down): 7.25 / 8.75 eV
- Energy relative to the best compared isomer or geometry (same formula, charge and spin): 536.69 kJ/mol
- LUMO (spin up / spin down): -1.0 / 0.7 eV

---

# 9
C3H6N2S | wB97M-V/def2-TZVPD

Bonds (Å) are listed after each position.
Positions of all 12 atoms, in Å:
1 C 1.202 -0.946 -0.342  C2 1.459, H7 1.169, H8 1.026
2 C -0.094 -0.638 -0.938  C1 1.459, N3 1.401, H9 1.165
3 N -1.054 0.333 -0.630  C2 1.401, C4 1.355, H10 1.150
4 C -0.648 1.333 0.189  N3 1.355, N5 1.251, H11 1.142
5 N 0.055 1.250 1.220  C4 1.251, S6 1.781
6 S 0.620 0.012 2.369  N5 1.781, H12 1.554
7 H 1.469 -0.123 0.444  C1 1.169
8 H 1.785 -1.700 -0.722  C1 1.026
9 H -0.446 -1.285 -1.841  C2 1.165
10 H -1.597 0.499 -1.630  N3 1.150
11 H -0.789 2.323 -0.362  C4 1.142
12 H -0.502 -1.057 2.243  S6 1.554

Calculated values
- M: 102.16 u
- E_tot: -625.453045 hartree
- HOMO-LUMO gap: 8.87 eV
- SMILES: C=CN/C=N\S
- Energy relative to the best compared isomer or geometry (same formula, charge and spin): 443.52 kJ/mol
- LUMO: 0.5 eV

---

# 10
C3H6N2S | wB97M-V/def2-TZVPD

Bonds (Å) are listed after each position.
Positions of all 12 atoms, in Å:
1 H -3.107 -1.337 -0.273  N2 1.004
2 N -3.394 -0.434 0.057  H1 1.004, C3 1.254
3 C -2.393 0.322 0.039  N2 1.254, N4 1.404, H8 1.094
4 N -1.084 -0.140 -0.171  C3 1.404, C5 1.454, H9 1.000
5 C 0.093 0.709 -0.247  N4 1.454, C6 1.604, H10 1.142, H11 1.089
6 C 1.256 0.004 0.604  C5 1.604, S7 1.602, H12 1.101
7 S 2.670 -0.219 -0.116  C6 1.602
8 H -2.255 1.304 0.500  C3 1.094
9 H -1.006 -1.076 -0.514  N4 1.000
10 H -0.239 1.726 0.152  C5 1.142
11 H 0.525 0.837 -1.239  C5 1.089
12 H 0.970 -0.141 1.657  C6 1.101

Calculated values
- M: 102.16 u
- E_tot: -625.547657 hartree
- HOMO-LUMO gap: 8.45 eV
- SMILES: [H]/N=C\NCC=S
- Energy relative to the best compared isomer or geometry (same formula, charge and spin): 195.12 kJ/mol
- LUMO: -0.6 eV